(a)
{"formula": "C3H8N2O", "method": "the ωB97M-V functional and the def2-TZVPD basis", "smiles": "NCNCC=O", "homo_energy_ev": -8.99, "gap_ha": 0.365, "symbols": ["O", "C", "C", "N", "C", "N", "H", "H", "H", "H", "H", "H", "H", "H"], "positions_angstrom": [[1.72, 3.07, 0.43], [0.92, 2.35, -0.08], [0.69, 0.96, 0.52], [-0.27, 0.16, -0.21], [-0.45, -1.22, 0.20], [-1.31, -1.86, -0.78], [0.32, 2.62, -0.96], [1.69, 0.50, 0.53], [0.32, 1.05, 1.54], [-0.11, 0.20, -1.21], [-0.94, -1.20, 1.18], [0.50, -1.75, 0.30], [-0.91, -2.73, -1.12], [-2.18, -2.12, -0.36]], "mulliken_charge": [-0.452, -0.032, -0.344, -0.402, -0.349, -0.605, 0.337, 0.273, 0.280, 0.219, 0.275, 0.339, 0.227, 0.235]}

***

(b)
{"formula": "C3H8N2O", "method": "the ωB97M-V functional and the def2-TZVPD basis", "smiles": "C[C@H](N)C(N)=O", "homo_energy_ev": -9.29, "gap_ha": 0.376, "symbols": ["N", "C", "C", "C", "N", "O", "H", "H", "H", "H", "H", "H", "H", "H"], "positions_angstrom": [[1.44, 0.29, 0.98], [0.50, 0.58, -0.12], [1.07, 0.26, -1.49], [-0.84, -0.10, 0.15], [-0.78, -1.45, 0.27], [-1.86, 0.53, 0.28], [2.37, 0.17, 0.65], [1.30, 0.98, 1.69], [0.28, 1.66, -0.11], [1.21, -0.82, -1.59], [0.38, 0.49, -2.30], [1.97, 0.80, -1.75], [-1.43, -1.89, 0.91], [0.06, -1.93, -0.01]], "mulliken_charge": [-0.559, 0.287, -1.320, 0.452, -0.369, -0.593, 0.203, 0.248, 0.188, 0.316, 0.364, 0.373, 0.220, 0.189]}

***

(c)
{"formula": "C3H8N2O", "method": "the ωB97M-V functional and the def2-TZVPD basis", "homo_energy_ev": -8.15, "gap_ha": 0.273, "symbols": ["C", "C", "C", "H", "H", "H", "H", "H", "H", "H", "H", "N", "N", "O"], "positions_angstrom": [[-1.63, -0.79, -1.24], [0.72, -0.27, -1.82], [-0.14, -0.04, 0.52], [-2.47, -0.46, -0.66], [-2.17, -0.64, -2.39], [-1.36, -1.94, -1.09], [0.12, 0.07, -3.06], [1.28, 0.72, -1.53], [1.39, -1.30, -1.69], [-1.12, -0.12, 0.91], [-0.42, 1.87, 2.67], [-0.29, -0.23, -0.87], [0.93, 0.41, 1.19], [0.82, 0.89, 2.48]], "mulliken_charge": [-0.819, -0.787, -0.046, 0.301, 0.231, 0.331, 0.257, 0.309, 0.247, 0.354, 0.241, 0.069, -0.301, -0.388]}

***

(d)
{"formula": "C3H8N2O", "method": "the ωB97M-V functional and the def2-TZVPD basis", "smiles": "CNCC(N)=O", "homo_energy_ev": -8.82, "gap_ha": 0.356, "symbols": ["C", "N", "C", "C", "N", "O", "H", "H", "H", "H", "H", "H", "H", "H"], "positions_angstrom": [[-2.11, 0.31, -0.81], [-1.04, -0.17, -0.10], [0.42, 0.33, -0.42], [1.31, -0.59, 0.57], [2.21, 0.02, 1.46], [1.31, -1.80, 0.33], [-2.05, 0.22, -1.89], [-2.36, 1.32, -0.55], [-2.91, -0.35, -0.40], [-1.09, -1.18, -0.19], [0.52, 1.36, -0.20], [0.73, 0.03, -1.44], [2.45, 1.05, 1.52], [2.62, -0.54, 2.11]], "mulliken_charge": [-0.893, -0.367, -0.414, 0.424, -0.375, -0.582, 0.299, 0.276, 0.334, 0.237, 0.367, 0.264, 0.214, 0.217]}

***

Energy comparison, zero being the most stable, in hartree: (a) 0.0451; (b) 0.0000; (c) 0.3228; (d) 0.0429.

***

(a)
{"formula": "C3H8N2O", "method": "the ωB97M-V functional and the def2-TZVPD basis", "homo_energy_ev": -6.89, "gap_ha": 0.278, "symbols": ["C", "N", "C", "C", "O", "N", "H", "H", "H", "H", "H", "H", "H", "H"], "positions_angstrom": [[-1.05, -0.50, 1.16], [-0.48, -0.19, -0.22], [-1.01, 1.09, -0.74], [1.01, -0.26, -0.57], [1.37, 0.03, -1.68], [1.75, -0.70, 0.45], [-0.56, -1.42, 1.49], [-0.77, 0.34, 1.81], [-0.89, -0.91, -0.81], [-0.70, 1.22, -1.78], [-2.09, 1.05, -0.63], [-0.61, 1.91, -0.13], [2.74, -0.80, 0.32], [1.30, -0.85, 1.34]], "mulliken_charge": [-0.984, 0.058, -1.029, 0.507, -0.579, -0.288, 0.248, 0.212, 0.279, 0.358, 0.424, 0.340, 0.245, 0.207]}

***

(b)
{"formula": "C3H8N2O", "method": "the ωB97M-V functional and the def2-TZVPD basis", "smiles": "CNNC(C)=O", "homo_energy_ev": -9.57, "gap_ha": 0.383, "symbols": ["C", "C", "C", "H", "H", "H", "H", "H", "H", "H", "H", "N", "N", "O"], "positions_angstrom": [[-1.96, -0.34, 0.44], [1.35, -0.42, -0.23], [1.73, 1.02, 0.04], [-1.52, -0.22, 1.44], [-2.08, -1.42, 0.30], [-2.88, 0.28, 0.31], [-1.41, 0.31, -1.36], [-0.11, -1.64, -0.62], [1.46, 1.19, 1.25], [2.89, 1.12, 0.01], [1.27, 1.85, -0.52], [-0.93, 0.25, -0.51], [0.14, -0.67, -0.74], [2.07, -1.32, 0.18]], "mulliken_charge": [-0.779, 0.500, -0.804, 0.267, 0.306, 0.314, 0.225, 0.279, 0.190, 0.289, 0.317, -0.328, -0.162, -0.612]}

***

Energy comparison, zero being the most stable, in hartree: (a) 0.0399; (b) 0.0000.

***

(a)
{"formula": "C3H8N2O", "method": "the ωB97M-V functional and the def2-TZVPD basis", "smiles": "NCCNC=O", "homo_energy_ev": -9.45, "gap_ha": 0.381, "symbols": ["C", "N", "C", "C", "N", "O", "H", "H", "H", "H", "H", "H", "H", "H"], "positions_angstrom": [[-0.01, -1.94, -0.28], [0.16, -0.61, -0.51], [-0.53, 0.39, 0.29], [0.37, 1.59, 0.67], [-0.33, 2.79, 0.63], [0.47, -2.82, -0.96], [-0.64, -2.18, 0.59], [0.73, -0.37, -1.30], [-0.89, -0.12, 1.18], [-1.32, 0.80, -0.31], [0.78, 1.44, 1.67], [1.29, 1.52, 0.08], [-0.12, 3.47, 1.32], [-0.52, 3.14, -0.29]], "mulliken_charge": [0.089, -0.137, -0.365, -0.446, -0.495, -0.576, 0.251, 0.239, 0.216, 0.264, 0.340, 0.251, 0.199, 0.168]}

***

(b)
{"formula": "C3H8N2O", "method": "the ωB97M-V functional and the def2-TZVPD basis", "smiles": "[H]/N=C\\C[C@H](N)O", "homo_energy_ev": -9.55, "gap_ha": 0.383, "symbols": ["C", "C", "C", "N", "O", "N", "H", "H", "H", "H", "H", "H", "H", "H"], "positions_angstrom": [[-0.84, -0.45, 0.59], [-0.24, 0.91, 0.18], [0.74, 0.68, -0.96], [0.31, -1.40, 0.51], [-1.85, -0.87, -0.26], [1.85, 1.25, -1.14], [-1.47, -1.08, -1.12], [0.02, -2.35, 0.74], [1.04, -1.15, 1.16], [2.18, 1.80, -0.35], [-1.30, -0.38, 1.59], [0.34, 0.12, -1.80], [-1.05, 1.57, -0.16], [0.27, 1.36, 1.03]], "mulliken_charge": [-0.012, -0.574, 0.197, -0.576, -0.545, -0.701, 0.369, 0.212, 0.194, 0.228, 0.351, 0.270, 0.260, 0.327]}

***

(c)
{"formula": "C3H8N2O", "method": "the ωB97M-V functional and the def2-TZVPD basis", "smiles": "C#CN.CNO", "homo_energy_ev": -8.52, "gap_ha": 0.346, "symbols": ["C", "N", "O", "H", "H", "H", "H", "H", "N", "C", "C", "H", "H", "H"], "positions_angstrom": [[-1.47, 1.15, -0.42], [-1.26, -0.20, 0.08], [-0.74, -1.03, -0.98], [-1.52, -1.39, -1.43], [-0.54, -0.27, 0.93], [-1.83, 1.75, 0.41], [-0.55, 1.60, -0.82], [-2.22, 1.14, -1.21], [2.13, -0.51, -0.44], [1.73, -0.36, 0.82], [1.19, -0.18, 1.90], [2.54, -1.41, -0.64], [1.43, -0.31, -1.15], [1.12, 0.03, 2.93]], "mulliken_charge": [-0.658, -0.342, -0.437, 0.307, 0.263, 0.300, 0.294, 0.250, -0.532, 0.445, -0.886, 0.268, 0.297, 0.430]}

***

(d)
{"formula": "C3H8N2O", "method": "the ωB97M-V functional and the def2-TZVPD basis", "homo_energy_ev": [-8.76, -8.76], "gap_ha": [0.313, 0.313], "symbols": ["C", "C", "C", "N", "N", "O", "H", "H", "H", "H", "H", "H", "H", "H"], "positions_angstrom": [[-0.61, -0.33, -0.49], [-0.08, -0.47, -1.86], [0.00, 0.43, 0.62], [1.32, -0.21, 0.70], [-0.68, 0.23, 1.90], [-0.13, 1.57, -0.05], [-1.53, -0.89, -0.28], [1.61, -0.50, 1.63], [2.02, 0.28, 0.17], [-0.31, 0.94, 2.53], [-1.67, 0.46, 1.79], [0.89, 0.00, -1.96], [-0.06, -1.52, -2.16], [-0.77, 0.02, -2.55]], "mulliken_charge": [-0.151, -1.109, 0.978, -0.553, -0.740, -0.663, 0.323, 0.235, 0.214, 0.265, 0.251, 0.282, 0.358, 0.310]}

***

Energy comparison, zero being the most stable, in hartree: (a) 0.0000; (b) 0.0189; (c) 0.1487; (d) 0.0983.

***

(a)
{"formula": "C3H8N2O", "method": "the ωB97M-V functional and the def2-TZVPD basis", "homo_energy_ev": -7.75, "gap_ha": 0.315, "symbols": ["C", "C", "N", "C", "O", "N", "H", "H", "H", "H", "H", "H", "H", "H"], "positions_angstrom": [[0.38, 0.78, 0.03], [-0.66, 0.16, 0.80], [1.39, 0.13, -0.58], [-1.12, -1.34, -1.41], [0.92, 0.87, 1.91], [-1.62, -0.41, -0.73], [0.46, 1.54, 2.44], [0.20, 1.79, -0.31], [2.07, 0.69, -1.07], [1.79, -0.64, -0.05], [-0.55, -0.79, 1.30], [-1.47, 0.80, 1.13], [-0.08, -1.73, -1.29], [-1.71, -1.86, -2.17]], "mulliken_charge": [0.243, -0.424, -0.356, -0.176, -0.756, -0.589, 0.264, 0.262, 0.231, 0.255, 0.310, 0.306, 0.146, 0.285]}

***

(b)
{"formula": "C3H8N2O", "method": "the ωB97M-V functional and the def2-TZVPD basis", "smiles": "[H]/N=C/NCCO", "homo_energy_ev": -9.03, "gap_ha": 0.361, "symbols": ["C", "C", "C", "H", "H", "H", "H", "H", "H", "H", "H", "N", "N", "O"], "positions_angstrom": [[1.39, -0.14, 0.41], [0.61, 0.98, -0.27], [-1.46, -0.17, -0.36], [1.04, -2.05, 0.48], [1.08, -0.21, 1.44], [2.45, 0.22, 0.41], [0.83, 0.94, -1.35], [1.02, 1.86, 0.00], [-1.01, 1.56, 0.81], [-1.00, -0.54, -1.27], [-2.87, -1.47, -0.17], [-0.81, 1.04, -0.06], [-2.46, -0.67, 0.29], [1.19, -1.35, -0.36]], "mulliken_charge": [-0.314, -1.029, 0.119, 0.361, 0.329, 0.285, 0.340, 0.532, 0.282, 0.366, 0.248, -0.286, -0.714, -0.519]}

***

(c)
{"formula": "C3H8N2O", "method": "the ωB97M-V functional and the def2-TZVPD basis", "smiles": "CNC=O.C=N", "homo_energy_ev": -9.57, "gap_ha": 0.381, "symbols": ["C", "N", "H", "H", "H", "C", "N", "C", "O", "H", "H", "H", "H", "H"], "positions_angstrom": [[2.53, -1.58, -1.03], [2.30, -0.50, -0.40], [1.84, -2.45, -0.88], [3.10, -1.63, -1.95], [3.02, 0.17, -0.69], [-0.81, 0.30, 1.70], [-0.80, 0.68, 0.37], [-2.12, 1.00, -0.25], [-1.76, 0.31, 2.49], [0.19, -0.01, 2.03], [-0.16, 0.29, -0.29], [-2.82, 0.22, 0.04], [-2.07, 1.18, -1.32], [-2.43, 2.02, 0.15]], "mulliken_charge": [-0.277, -0.392, 0.235, 0.236, 0.216, 0.014, -0.163, -0.770, -0.560, 0.363, 0.254, 0.268, 0.344, 0.232]}

***

Energy comparison, zero being the most stable, in hartree: (a) 0.1139; (b) 0.0075; (c) 0.0000.

***

(a)
{"formula": "CH12NO4", "method": "the ωB97M-V functional and the def2-TZVPD basis", "total_charge": 1, "homo_energy_ev": -14.27, "gap_ha": 0.283, "symbols": ["C", "N", "H", "H", "H", "H", "H", "H", "O", "H", "H", "O", "H", "H", "O", "H", "H", "O"], "positions_angstrom": [[0.09, -2.34, -0.71], [-0.64, -1.58, -1.52], [0.80, -2.97, -1.21], [-0.25, -2.45, 0.35], [-0.58, -0.52, -1.63], [-1.24, -1.92, -2.30], [0.74, 4.31, 0.01], [0.62, 3.53, 1.23], [0.77, 3.44, 0.32], [-0.53, 1.77, -1.91], [-1.06, 1.28, -0.57], [-0.80, 0.98, -1.44], [2.04, -1.63, 1.11], [1.38, -2.27, 2.38], [1.22, -1.69, 1.58], [-0.33, 0.41, 0.91], [-1.38, 0.55, 2.02], [-0.86, 1.10, 1.39]], "mulliken_charge": [-0.142, -0.232, 0.335, 0.367, 0.358, 0.292, 0.305, 0.296, -0.592, 0.325, 0.389, -0.683, 0.331, 0.333, -0.653, 0.315, 0.306, -0.651]}

***

(b)
{"formula": "CH12NO4", "method": "the ωB97M-V functional and the def2-TZVPD basis", "total_charge": 1, "homo_energy_ev": -15.23, "gap_ha": 0.428, "symbols": ["C", "N", "H", "H", "H", "H", "H", "H", "O", "H", "H", "O", "H", "H", "O", "H", "H", "O"], "positions_angstrom": [[-1.34, 0.81, 0.58], [-0.47, 0.13, 1.24], [-2.03, 1.33, 1.24], [-1.22, 0.87, -0.48], [0.24, -0.41, 0.77], [-0.44, 0.07, 2.25], [2.18, 3.00, 1.00], [0.91, 3.07, 0.31], [1.49, 2.39, 0.69], [-0.35, -1.22, -2.14], [0.84, -1.37, -1.14], [-0.06, -0.99, -1.25], [-3.57, -1.00, -0.28], [-2.08, -1.50, -0.39], [-2.66, -0.84, -0.02], [2.90, -0.56, -1.31], [3.05, -1.44, -0.09], [2.59, -1.40, -0.94]], "mulliken_charge": [-0.178, -0.010, 0.357, 0.298, 0.202, 0.256, 0.313, 0.316, -0.605, 0.283, 0.324, -0.605, 0.301, 0.328, -0.562, 0.351, 0.325, -0.695]}

***

(c)
{"formula": "CH12NO4", "method": "the ωB97M-V functional and the def2-TZVPD basis", "total_charge": 1, "homo_energy_ev": -13.67, "gap_ha": 0.342, "symbols": ["C", "N", "H", "H", "H", "H", "H", "H", "O", "H", "H", "O", "H", "H", "O", "H", "H", "O"], "positions_angstrom": [[-0.95, 1.69, 1.96], [-0.42, 2.61, 1.25], [-1.64, 1.84, 2.78], [-0.80, 0.65, 1.64], [-0.25, 2.17, 0.30], [-0.62, 3.59, 1.37], [2.94, -5.32, -1.84], [2.77, -3.85, -2.39], [2.85, -4.40, -1.61], [-3.08, 0.68, -0.47], [-2.11, -0.52, -0.07], [-2.52, 0.31, 0.21], [0.73, 2.23, -1.54], [-0.04, 0.92, -1.83], [0.13, 1.59, -1.15], [0.32, -1.70, 0.68], [1.58, -1.03, 0.12], [0.62, -0.99, 0.11]], "mulliken_charge": [-0.146, -0.133, 0.330, 0.221, 0.413, 0.297, 0.323, 0.318, -0.639, 0.297, 0.322, -0.600, 0.291, 0.302, -0.616, 0.311, 0.289, -0.579]}

***

Energy comparison, zero being the most stable, in hartree: (a) 0.1069; (b) 0.0000; (c) 0.0177.